Entry 1:
Computed, not measured: a molecular structure, C43H50BLaN4O6S2, with wB97M-V/def2-TZVPD.

E_tot   -86845.38069 eV
Net charge   +2
Frontier orbital gap   6.4 eV
HOMO   -12.282 eV

Last column: Mulliken charge in e.
Geometry (Å):
La  0.2693  -0.2705  1.4207  1.603
O  -3.5087  -0.8608  -6.1281  -0.485
C  -2.6668  -0.0557  -5.4714  0.494
O  -1.8876  0.6334  -6.0664  -0.565
C  -2.7322  -0.0337  -3.9728  1.061
C  -2.1345  1.0581  -3.3467  -1.123
C  -2.0474  1.1196  -1.9745  -0.077
C  -2.5824  0.0931  -1.1991  -0.131
C  -3.2050  -0.9881  -1.8163  -0.709
C  -3.2591  -1.0597  -3.1989  -0.856
N  -2.4323  0.1412  0.2045  0.617
C  -3.4563  -0.0424  0.9308  -1.445
C  -3.4007  -0.2123  2.3845  0.963
C  -4.5938  -0.2597  3.0955  -0.887
C  -4.5631  -0.4988  4.4599  -0.477
C  -3.3325  -0.6858  5.0655  -0.990
C  -2.1896  -0.6007  4.2849  -0.206
N  -2.2080  -0.3757  2.9723  0.287
H  -4.1446  -1.2999  -5.5525  0.333
H  -1.7432  1.8482  -3.9729  0.515
H  -1.5991  1.9794  -1.4905  0.327
H  -3.6115  -1.7921  -1.2147  0.524
H  -3.7075  -1.9357  -3.6525  0.213
H  -4.4535  -0.1145  0.4903  0.518
H  -5.5298  -0.1173  2.5716  0.513
H  -5.4806  -0.5556  5.0299  0.500
H  -3.2585  -0.9068  6.1212  0.482
H  -1.2101  -0.7221  4.7366  0.530
C  4.0330  -2.3253  -1.7039  -1.174
C  3.9466  -0.8154  -1.5065  -0.427
S  3.7399  -0.4539  0.2742  0.388
O  2.5199  0.4608  0.3481  -0.682
C  5.1756  0.6451  0.5481  -0.449
C  4.9818  1.9952  -0.1185  -1.092
H  4.0408  -2.5576  -2.7683  0.375
H  3.1725  -2.8282  -1.2588  0.222
H  4.9437  -2.7322  -1.2643  0.410
H  3.0565  -0.3968  -1.9758  0.142
H  4.8366  -0.3189  -1.8889  0.593
H  6.0403  0.0983  0.1698  0.553
H  5.2636  0.7353  1.6317  0.239
H  4.9851  1.9094  -1.2044  0.345
H  5.7874  2.6687  0.1697  0.404
H  4.0330  2.4316  0.1902  0.193
C  -5.9540  4.0947  1.8050  -1.698
C  -4.6141  3.7398  2.3706  0.468
C  -3.4889  3.6526  1.5523  -1.002
C  -2.2579  3.2696  2.0521  1.621
C  -1.0641  3.2972  1.1337  -1.474
C  -2.1426  2.9509  3.4249  0.974
C  -0.9564  2.3066  3.9365  -1.420
O  -0.0998  1.7462  3.2489  -0.032
C  -3.2428  3.1587  4.2907  1.142
C  -3.1334  3.0003  5.7848  -1.790
C  -4.4574  3.5240  3.7390  -0.862
H  -5.9529  4.0545  0.7178  0.389
H  -6.2380  5.1044  2.1085  0.364
H  -6.7228  3.4219  2.1868  0.398
H  -3.5774  3.9110  0.5029  0.451
H  -1.2636  3.9621  0.2948  0.589
H  -0.8368  2.3064  0.7281  -0.250
H  -0.1786  3.6583  1.6517  0.335
H  -0.8420  2.2820  5.0294  0.453
H  -2.8405  1.9921  6.0753  0.343
H  -4.0883  3.2233  6.2553  0.406
H  -2.3978  3.6965  6.1911  0.409
H  -5.3146  3.6625  4.3884  0.438
N  6.1148  2.7342  5.6009  -0.252
C  5.7534  1.4444  5.6473  0.192
S  6.5633  0.3722  6.6024  -0.333
C  4.5964  1.0188  4.8077  1.256
C  4.1760  -0.3099  4.8086  -0.567
C  3.0894  -0.6851  4.0468  -0.947
N  2.3953  0.1634  3.2761  0.376
C  2.8070  1.4333  3.2586  -0.655
C  3.8763  1.9009  3.9978  -1.045
H  6.8874  3.0290  6.1748  0.210
H  5.6491  3.4214  5.0361  0.141
H  4.7052  -1.0291  5.4164  0.500
H  2.7509  -1.7148  4.0553  0.469
H  2.2550  2.1157  2.6256  0.498
H  4.1225  2.9512  3.9327  0.277
C  -0.0748  -4.0039  -7.0834  -1.576
C  1.0928  -3.4896  -6.2289  1.862
C  1.5708  -2.1565  -6.8069  -1.929
C  2.2608  -4.4873  -6.3159  -1.556
C  0.6652  -3.3813  -4.7652  0.444
C  0.2425  -4.5416  -4.0997  -0.514
C  -0.0691  -4.5727  -2.7499  -2.017
C  0.0615  -3.3908  -2.0523  0.998
O  -0.1042  -3.1347  -0.7090  -0.399
B  0.1855  -1.7892  -0.5120  0.258
O  0.5086  -1.2115  -1.7505  -0.410
C  0.4377  -2.2227  -2.6951  0.303
C  0.7348  -2.1852  -4.0459  -0.342
H  0.2534  -4.1199  -8.1174  0.467
H  -0.9055  -3.2989  -7.0709  0.306
H  -0.4345  -4.9741  -6.7388  0.326
H  1.8609  -2.3053  -7.8473  0.450
H  2.4464  -1.7820  -6.2711  0.342
H  0.7896  -1.3995  -6.7889  0.334
H  2.6288  -4.5322  -7.3419  0.459
H  1.9593  -5.4937  -6.0241  0.345
H  3.0848  -4.1747  -5.6712  0.275
H  0.1790  -5.4711  -4.6496  0.418
H  -0.3713  -5.4906  -2.2635  0.491
H  1.0321  -1.2536  -4.5094  0.724

Entry 2:
Computed, not measured: a molecular structure, C13H22N3O3PtSe2, with wB97M-V/def2-TZVPD.

Multiplicity   3
E_tot   -158381.17430 eV
Net charge   +1
Frontier orbital gap (spin up / spin down)   8.5 / 6.6 eV
HOMO (spin up / spin down)   -11.001 / -11.625 eV

Last column: Mulliken charge in e.
Geometry (Å):
Pt  0.9293  -0.7863  0.1050  1.039
C  -0.3139  -3.9742  -0.9848  -0.766
Se  -0.5760  -2.0743  -1.7412  0.009
C  0.8035  -2.1696  -3.1952  -0.899
C  2.2054  -2.4672  -2.7395  -0.559
Se  2.7931  -1.1892  -1.3595  0.135
C  3.9288  -2.2783  -0.1393  -0.927
H  -1.2231  -4.5389  -1.3227  0.339
H  -0.2712  -3.9139  0.0793  0.292
H  0.6518  -4.3738  -1.3952  0.245
H  0.7403  -1.1927  -3.6566  0.431
H  0.3961  -2.9512  -3.8570  0.418
H  2.8876  -2.3160  -3.5614  0.444
H  2.3557  -3.5143  -2.4000  0.348
H  3.3830  -3.0971  0.3124  0.347
H  4.2742  -1.6020  0.6708  0.324
H  4.7567  -2.6868  -0.7524  0.372
N  -0.4286  0.5226  -0.0057  -0.842
C  -1.0468  1.4975  -0.1187  0.605
N  -1.6126  2.6746  -0.0016  0.014
C  -0.9437  3.8477  -0.6043  -0.621
C  -1.5419  4.2932  -1.9891  -0.441
O  -3.0025  4.3573  -2.0446  -0.351
C  -3.5682  3.1141  -1.5617  -0.469
C  -3.1104  2.7093  -0.1495  -0.658
H  0.1311  3.6064  -0.6670  0.422
H  -1.1457  4.6522  0.1297  0.283
H  -1.1661  3.5953  -2.7818  0.277
H  -1.1797  5.3050  -2.1942  0.342
H  -3.2619  2.2948  -2.2491  0.293
H  -4.6733  3.1901  -1.5688  0.359
H  -3.5130  1.7089  0.1173  0.424
H  -3.5015  3.4461  0.5199  0.327
O  -1.6472  -0.4826  2.2927  -0.625
C  -0.5608  -0.5665  2.8935  0.311
C  -0.2745  -0.5897  4.3687  -0.386
C  1.2625  -0.4391  4.4475  -0.418
C  1.7440  -0.5082  2.9684  0.436
O  2.8716  -0.4368  2.5401  -0.617
N  0.6398  -0.7011  2.1803  -0.340
H  -0.7788  -1.4973  4.7860  0.257
H  -0.8315  0.2552  4.7571  0.278
H  1.8225  -1.2409  5.0074  0.263
H  1.5964  0.5179  4.8651  0.287

Entry 3:
Computed, not measured: a molecular structure, C17H22N2O4S, with wB97M-V/def2-TZVPD.

E_tot   -39972.05421 eV
Frontier orbital gap   7.2 eV
HOMO   -8.817 eV

Last column: Mulliken charge in e.
Geometry (Å):
C  -6.6163  -0.4132  -0.8889  -1.487
C  -5.3033  0.1129  -0.2233  -0.140
C  -4.7765  -0.7958  0.7742  -0.856
C  -3.6720  -0.3863  1.5454  -0.773
N  -2.5659  -0.3213  0.5513  0.256
C  -2.1808  0.9946  0.4538  0.292
O  -2.6323  1.9782  1.0646  -0.665
C  -0.9900  1.1278  -0.7372  0.135
N  0.2281  0.7907  -0.0752  0.114
C  1.4925  1.3765  -0.3259  1.320
O  1.4082  2.7286  -0.7855  -0.788
C  2.4480  0.5682  -0.1320  -0.502
C  3.9629  0.4054  -0.1563  -0.523
C  4.7221  -0.5251  0.1368  0.840
C  4.0732  -1.8493  0.1686  -1.036
C  2.6250  -1.9589  0.5005  -0.327
C  1.9949  -0.9476  0.2610  -0.376
C  0.4433  -0.6796  0.3108  -0.712
H  0.1192  -0.8930  1.0822  1.151
S  -0.4589  -1.4261  -1.0640  -0.279
C  -1.1661  0.1095  -1.8655  -1.746
H  -0.6500  0.5312  -2.4797  0.853
H  -2.1582  0.0712  -2.0222  0.601
H  2.1546  -2.8286  0.7160  0.610
H  4.6686  -2.5590  0.1671  0.870
O  6.1269  -0.4016  0.0315  -0.294
C  6.8998  -1.7259  0.1625  -1.068
H  7.9387  -0.9883  0.0472  0.240
H  6.6350  -2.3056  -0.5226  0.550
H  6.8061  -2.0701  1.2080  0.353
O  4.7082  1.8001  -0.2035  -0.415
C  4.1133  2.9435  -0.0458  -0.815
H  3.6141  3.0263  1.0392  0.277
H  4.9761  3.5139  0.1283  0.318
H  3.4526  3.2186  -0.7247  0.399
H  -0.8378  2.3390  -0.9437  0.465
H  -2.2220  -0.9455  0.0275  -0.182
H  -3.9614  0.6321  2.2914  0.286
H  -3.4636  -1.0167  2.3761  0.423
H  -4.7749  -1.6860  0.3876  0.629
H  -5.6457  -1.1982  1.6764  0.266
H  -5.8629  1.1195  0.5341  0.186
H  -4.7620  0.3217  -0.9016  0.475
H  -6.4622  -1.4673  -1.4819  0.263
H  -7.1272  0.3804  -1.7663  0.248
H  -7.3217  -0.7007  -0.2959  0.562

Q: Which ΔE to the lowest compared entry with this formula, charge and spin values were calculated for the entries above? A: 30.9, 36.7, 493.8, in kcal per mole.